Here is a molecular structure, C37H47N5OTb from the Open Molecules 2025 dataset. Energies are from ωB97M-V/def2-TZVPD.

Computed properties:
* E_LUMO (spin up / spin down): -3.1 / -2.9 eV
* total energy: -71059.3783 eV
* HOMO energy (spin up / spin down): -9.33 / -9.31 eV
* 2S+1: 7
* max |F|: 0.948 eV Å⁻¹
* net charge: +1
* orbital gap (spin up / spin down): 6.24 / 6.41 eV
* ΔE to the lowest compared entry with this formula, charge and spin: 5.4 kcal/mol

Positions of all 91 atoms, in Å:
Tb1 0.0080 0.0608 -0.1556
C1 2.4092 1.9709 0.5753
C2 2.9086 0.6762 -0.1029
C3 4.0765 0.9783 -1.0424
C4 3.2590 -0.4311 0.8975
C5 4.3713 -0.2443 1.7006
C6 4.7935 -1.2384 2.5756
C7 4.1321 -2.4514 2.5506
C8 3.0054 -2.6928 1.7510
C9 2.5327 -4.1656 1.7018
C10 1.8971 -4.6133 0.3799
C11 1.7331 -4.6521 2.9248
C12 2.5031 -1.6219 0.9956
N1 1.2478 -1.6252 0.3389
C13 0.1529 -2.3054 0.8927
C14 -1.1037 -2.2610 0.3773
N2 -1.4790 -1.4465 -0.6872
C15 -2.6497 -1.7756 -1.4142
C16 -3.6595 -0.8203 -1.6207
C17 -4.7974 -1.1952 -2.3298
C18 -4.9509 -2.4795 -2.8356
C19 -3.9238 -3.3907 -2.6657
C20 -2.7549 -3.0522 -1.9845
C21 -1.5927 -4.0453 -1.9727
C22 -1.1445 -4.3769 -3.4027
C23 -1.9234 -5.3197 -1.1849
C24 -3.5989 0.6148 -1.1094
C25 -3.5414 0.7206 0.4159
C26 -2.5104 1.4653 -1.7910
H1 1.8085 2.5901 -0.1059
H2 3.2598 2.5859 0.8716
H3 1.8434 1.7692 1.4760
H4 2.1475 0.3040 -0.7715
H5 4.9024 1.4285 -0.4906
H6 3.7745 1.6822 -1.8258
H7 4.4428 0.0668 -1.5202
H8 4.9291 0.6886 1.6367
H9 5.6561 -1.0877 3.2189
H10 4.5130 -3.2754 3.1526
H11 3.4749 -4.7066 1.7430
H12 0.9585 -4.1095 0.1412
H13 1.6877 -5.6858 0.4340
H14 2.5886 -4.4525 -0.4559
H15 0.6830 -4.3462 2.8970
H16 2.1677 -4.2802 3.8569
H17 1.7396 -5.7470 2.9653
H18 0.2813 -2.8384 1.8178
H19 -1.8692 -2.8665 0.8489
H20 -5.5854 -0.4607 -2.4828
H21 -5.8533 -2.7561 -3.3751
H22 -4.0171 -4.3857 -3.0960
H23 -0.7441 -3.5780 -1.4867
H24 -1.9032 -4.9556 -3.9355
H25 -0.2274 -4.9757 -3.3839
H26 -0.9543 -3.4678 -3.9828
H27 -2.7542 -5.8605 -1.6541
H28 -2.2152 -5.0972 -0.1510
H29 -1.0585 -5.9937 -1.1578
H30 -4.5404 1.0629 -1.4079
H31 -2.6281 0.2776 0.7925
H32 -4.3677 0.1753 0.8810
H33 -3.5957 1.7653 0.7409
H34 -1.5629 1.3568 -1.3056
H35 -2.7535 2.5297 -1.7543
H36 -2.3779 1.1708 -2.8322
N3 -3.0288 0.7005 6.5234
C27 -1.8646 0.1035 6.1729
O1 -1.2538 -0.6505 6.8957
C28 -1.3114 0.3954 4.7790
C29 -0.2370 -0.3655 4.3725
C30 0.2933 -0.1618 3.1147
N4 -0.2100 0.7213 2.2442
C31 -1.2112 1.4915 2.6690
C32 -1.7882 1.3684 3.9200
H37 -3.3892 0.5136 7.4446
H38 -3.5351 1.3240 5.9288
H39 0.1826 -1.1031 5.0470
H40 1.1764 -0.7035 2.8019
H41 -1.5828 2.2341 1.9757
H42 -2.5904 2.0491 4.1872
C33 2.0412 -0.6474 -4.9310
C34 1.6502 -1.6521 -4.0608
C35 0.9382 -1.3007 -2.9320
N5 0.6341 -0.0311 -2.6224
C36 1.0138 0.9304 -3.4747
C37 1.7071 0.6684 -4.6373
H43 2.5977 -0.8838 -5.8322
H44 1.8783 -2.6939 -4.2514
H45 0.6045 -2.0511 -2.2353
H46 0.7459 1.9461 -3.2129
H47 1.9842 1.4826 -5.2946

---

Here is a molecular structure, C25H31BFIN5O3RbS3 from the Open Molecules 2025 dataset. Energies are from ωB97M-V/def2-TZVPD.

Computed properties:
* E_LUMO: 3.3 eV
* total energy: -84681.4216 eV
* HOMO energy: -1.07 eV
* 2S+1: 1
* max |F|: 0.685 eV Å⁻¹
* net charge: -2
* orbital gap: 4.36 eV
* ΔE to the lowest compared entry with this formula, charge and spin: 22.0 kcal/mol

Positions of all 71 atoms, in Å:
Rb1 0.1687 0.0355 -1.7097
C1 5.7169 1.5885 2.9288
C2 4.8885 0.7282 3.8820
C3 4.6395 1.5095 5.1653
C4 3.6537 0.7914 6.0698
C5 2.3593 0.6108 5.3307
C6 1.1428 0.6753 5.9686
C7 -0.0289 0.4719 5.2472
F1 -1.2054 0.5442 5.9190
C8 -0.0159 0.1957 3.9132
C9 1.2133 0.1281 3.2435
C10 1.2056 -0.2282 1.8092
O1 0.1509 -0.3916 1.2011
C11 2.5221 -0.3754 1.2245
C12 3.6153 -0.0969 1.9579
N1 3.6136 0.3117 3.2696
C13 2.4053 0.3630 3.9434
C14 2.6528 -0.7403 -0.2558
O2 2.5838 -1.9500 -0.5439
O3 2.7405 0.2414 -1.0199
H1 6.5477 2.0314 3.4808
H2 5.1030 2.3924 2.5204
H3 6.1374 1.0263 2.0981
H4 5.4550 -0.1777 4.1335
H5 4.2477 2.4981 4.9079
H6 5.5997 1.6564 5.6628
H7 3.4866 1.3461 6.9943
H8 4.0627 -0.1860 6.3504
H9 1.0834 0.8766 7.0313
H10 -0.9208 0.0264 3.3448
H11 4.5920 -0.1714 1.5020
C15 -3.5732 -1.5175 0.5712
N2 -3.9492 -1.8125 -0.7898
C16 -4.4907 -2.9916 -1.2595
C17 -4.5804 -2.8571 -2.5970
N3 -4.1038 -1.6165 -2.9607
B1 -4.0758 -1.2421 -4.5078
N4 -3.5031 0.1651 -4.7511
C18 -4.2867 1.3008 -4.7760
C19 -3.4851 2.3726 -4.9129
N5 -2.1917 1.8926 -4.9769
C20 -1.0209 2.7362 -5.1159
C21 -2.2058 0.5392 -4.8697
S1 -0.8217 -0.4545 -4.9036
C22 -3.7130 -0.9656 -1.8414
S2 -3.1034 0.5995 -1.6143
H12 -3.8770 -2.3527 1.2026
H13 -4.0575 -0.5993 0.9030
H14 -2.4939 -1.3684 0.6423
H15 -4.7189 -3.8155 -0.6069
H16 -4.9298 -3.5506 -3.3418
H17 -3.4239 -2.0908 -5.0641
H18 -5.2341 -1.2416 -4.8927
H19 -5.3526 1.2344 -4.6548
H20 -3.6882 3.4285 -4.9241
H21 -1.1320 3.3625 -6.0042
H22 -0.1562 2.0898 -5.2341
H23 -0.9075 3.4009 -4.2540
I1 0.2088 7.2000 -2.0329
C23 -0.6896 5.0884 -2.4189
H24 -1.3234 5.0628 -1.5171
H25 0.2162 4.5343 -2.1152
C24 0.3146 -3.3578 -2.6809
S3 -0.9832 -3.2393 -1.4344
C25 -0.0724 -3.8096 0.0165
H26 1.2161 -2.8441 -2.3418
H27 -0.0786 -2.8769 -3.5775
H28 0.5575 -4.3993 -2.8967
H29 0.0762 -4.8911 -0.0068
H30 -0.6688 -3.5496 0.8917
H31 0.8863 -3.2950 0.0775

---

Here is 7 unconnected molecules or ions with the total composition C38H100N6O14 at a distorted geometry from the Open Molecules 2025 dataset. Energies are from ωB97M-V/def2-TZVPD.

Computed properties:
* E_LUMO: -8.8 eV
* total energy: -78585.0472 eV
* HOMO energy: -16.55 eV
* 2S+1: 1
* max |F|: 3.335 eV Å⁻¹
* net charge: +4
* orbital gap: 7.75 eV

Positions of all 158 atoms, in Å:
O1 -26.2327 31.1159 -32.0937
C1 -27.4650 30.9995 -31.4192
C2 -28.6281 29.9459 -31.8797
O2 -29.8545 29.6593 -31.1438
H1 -27.8192 32.0279 -31.4902
H2 -27.3095 31.0491 -30.3415
H3 -28.0044 29.0802 -31.6569
H4 -28.7488 29.9464 -32.9630
C3 -29.3552 24.5812 -33.7877
O3 -29.6243 25.3558 -32.6131
C4 -29.7441 24.6007 -31.3828
C5 -29.8182 25.5382 -30.0559
N1 -28.8509 26.6647 -29.9636
H5 -27.9289 26.2994 -30.1545
H6 -29.1001 27.3172 -30.6931
C6 -28.9572 27.5684 -28.7513
C7 -28.7827 26.9302 -27.3110
O4 -29.8280 26.0378 -27.0862
C8 -29.7430 25.0778 -26.0192
H7 -30.1006 23.7922 -33.8876
H8 -28.3755 24.1392 -33.9692
H9 -29.7653 25.1956 -34.5892
H10 -28.8102 24.0468 -31.2866
H11 -30.5765 23.9015 -31.4616
H12 -29.7003 24.9012 -29.1793
H13 -30.8330 25.9346 -30.0888
H14 -29.9198 28.0777 -28.7970
H15 -28.1723 28.3126 -28.8861
H16 -28.8063 27.6916 -26.5314
H17 -27.8099 26.4516 -27.1985
H18 -29.1208 24.2728 -26.4100
H19 -30.6671 24.5278 -25.8413
H20 -29.2950 25.3528 -25.0644
C9 -25.9965 32.0497 -38.9382
O5 -25.7586 31.7846 -37.5997
C10 -27.0317 31.4915 -36.9732
C11 -26.6795 31.2180 -35.4875
N2 -25.9396 32.3439 -34.7733
H21 -25.9146 32.1557 -33.7813
H22 -24.9769 32.3776 -35.0768
C12 -26.3991 33.7770 -34.9290
C13 -27.6192 34.0464 -34.0850
O6 -28.7083 33.3117 -34.5614
C14 -29.9638 33.4514 -33.9222
H23 -26.6136 32.8932 -39.2478
H24 -26.3726 31.1225 -39.3705
H25 -25.0704 32.1649 -39.5013
H26 -27.4318 30.6064 -37.4680
H27 -27.6133 32.4061 -37.0885
H28 -25.9995 30.3745 -35.3678
H29 -27.5912 31.0689 -34.9090
H30 -26.5570 34.0367 -35.9758
H31 -25.5779 34.3260 -34.4682
H32 -27.9633 35.0806 -34.0999
H33 -27.4310 33.8862 -33.0234
H34 -30.0216 33.2453 -32.8534
H35 -30.7617 33.0559 -34.5508
H36 -30.1865 34.5181 -33.9482
C15 -31.3507 29.8837 -25.8702
O7 -31.1291 30.7805 -27.0715
C16 -32.2765 31.0728 -27.9131
C17 -31.8181 31.8691 -29.0889
N3 -30.2920 31.7851 -29.2650
H37 -29.9822 31.3546 -28.4055
H38 -30.1295 31.1158 -30.0038
C18 -29.6199 33.1603 -29.3562
C19 -28.9074 33.4445 -28.0222
O8 -28.1883 32.2569 -27.5043
C20 -28.0087 32.2069 -26.0465
H39 -30.4940 30.1636 -25.2571
H40 -31.3107 28.8204 -26.1064
H41 -32.3192 30.1696 -25.4599
H42 -33.0672 31.6076 -27.3869
H43 -32.6629 30.1410 -28.3262
H44 -32.1323 32.8974 -28.9098
H45 -32.3272 31.6685 -30.0315
H46 -30.4257 33.8204 -29.6773
H47 -28.9895 33.1442 -30.2453
H48 -29.6573 33.9576 -27.4201
H49 -28.0809 34.1313 -28.2046
H50 -28.9668 32.4647 -25.5952
H51 -27.3547 32.9800 -25.6431
H52 -27.6902 31.2144 -25.7280
C21 -35.9986 29.7223 -32.4544
O9 -35.0864 29.0347 -33.3608
C22 -34.1599 30.0186 -33.8846
C23 -32.9504 30.1802 -33.0223
N4 -32.2861 28.8356 -32.6734
H53 -31.4881 28.9427 -32.0637
H54 -32.8007 28.1040 -32.2042
C24 -31.6082 28.0242 -33.8405
C25 -30.8772 28.9971 -34.8097
O10 -31.8223 29.6395 -35.7055
C26 -31.2748 30.5745 -36.6569
H55 -36.6169 30.4179 -33.0219
H56 -35.5224 30.3229 -31.6794
H57 -36.5439 28.8987 -31.9936
H58 -34.6349 30.9819 -34.0705
H59 -33.9920 29.6970 -34.9124
H60 -33.2326 30.6624 -32.0864
H61 -32.1866 30.8047 -33.4856
H62 -32.3891 27.4676 -34.3587
H63 -31.1079 27.1283 -33.4728
H64 -30.0127 28.5269 -35.2784
H65 -30.3610 29.7884 -34.2663
H66 -32.0669 30.8388 -37.3575
H67 -30.4330 30.0980 -37.1593
H68 -30.9438 31.4563 -36.1083
C27 -20.2399 32.2555 -30.1146
O11 -21.5297 32.3809 -30.5984
C28 -21.7123 33.4475 -31.5510
C29 -23.0165 33.1135 -32.2520
N5 -24.1316 32.8592 -31.2477
H69 -24.8870 32.2373 -31.4983
H70 -23.7135 32.5778 -30.3724
C30 -25.0573 34.0214 -30.9093
C31 -25.3147 33.9034 -29.3968
O12 -24.2435 34.1931 -28.4786
C32 -24.8007 34.6266 -27.2157
H71 -19.9240 33.2548 -29.8152
H72 -19.4722 31.8894 -30.7962
H73 -20.2264 31.7104 -29.1707
H74 -20.9219 33.5239 -32.2976
H75 -21.8154 34.4354 -31.1021
H76 -22.9782 32.1558 -32.7710
H77 -23.3061 33.9646 -32.8684
H78 -25.9327 33.9308 -31.5524
H79 -24.4188 34.8775 -31.1278
H80 -25.9127 33.0894 -28.9870
H81 -25.9769 34.7686 -29.3654
H82 -25.5096 33.8382 -26.9626
H83 -25.3622 35.5596 -27.2639
H84 -24.0185 34.7391 -26.4650
C33 -20.4001 27.3515 -29.2464
O13 -21.4746 28.2653 -29.4316
C34 -22.4530 27.8469 -30.4349
C35 -23.5529 28.9127 -30.7518
N6 -24.9493 28.7219 -30.1607
H85 -25.7750 29.2143 -30.4702
H86 -25.2687 27.7935 -30.3977
C36 -25.0372 28.7052 -28.6189
C37 -25.2792 30.1489 -27.9802
O14 -24.2850 31.0866 -28.0575
C38 -23.2653 31.1152 -27.0171
H87 -20.2227 26.8608 -30.2034
H88 -20.7075 26.6061 -28.5130
H89 -19.4939 27.8319 -28.8773
H90 -22.9557 26.9825 -30.0010
H91 -22.1204 27.3267 -31.3331
H92 -23.8598 28.9957 -31.7944
H93 -23.2605 29.8951 -30.3812
H94 -24.1336 28.1486 -28.3704
H95 -25.9964 28.1876 -28.6096
H96 -25.7999 30.1657 -27.0228
H97 -26.0703 30.5933 -28.5842
H98 -23.7069 31.3332 -26.0448
H99 -22.5124 31.8839 -27.1918
H100 -22.7866 30.1376 -26.9605

---

Here is 2 unconnected molecules or ions with the total composition C6H7BrSi from the Open Molecules 2025 dataset. Energies are from ωB97M-V/def2-TZVPD.

Computed properties:
* E_LUMO (spin up / spin down): -0.5 / -3.8 eV
* total energy: -84252.3831 eV
* HOMO energy (spin up / spin down): -9.63 / -6.57 eV
* 2S+1: 1
* max |F|: 0.507 eV Å⁻¹
* net charge: 0
* orbital gap (spin up / spin down): 9.16 / 2.81 eV
* ΔE to the lowest compared entry with this formula, charge and spin: 68.5 kcal/mol

Positions of all 15 atoms, in Å:
C1 -0.2685 -1.9389 0.0004
C2 -1.0995 -0.9539 -0.5121
C3 0.9670 -1.5943 0.5300
C4 -0.6962 0.3647 -0.5101
C5 1.3819 -0.2789 0.5312
C6 0.5599 0.7287 0.0015
Si1 1.1396 2.4818 -0.0238
Br1 -4.6841 0.2528 -0.0975
H1 -0.5831 -2.9704 -0.0063
H2 -2.0718 -1.2104 -0.9024
H3 1.6079 -2.3574 0.9480
H4 -1.3607 1.1193 -0.9045
H5 2.3431 -0.0208 0.9526
H6 2.5157 2.7942 0.3254
H7 0.2489 3.5835 -0.3325

---

Here is 2 unconnected molecules or ions with the total composition C3H7O3 from the Open Molecules 2025 dataset. Energies are from ωB97M-V/def2-TZVPD.

Computed properties:
* E_LUMO: 4.0 eV
* total energy: -9368.4507 eV
* HOMO energy: -4.52 eV
* 2S+1: 1
* max |F|: 0.950 eV Å⁻¹
* net charge: -1
* orbital gap: 8.48 eV
* ΔE to the lowest compared entry with this formula, charge and spin: 16.3 kcal/mol

Positions of all 13 atoms, in Å:
O1 -0.8149 -2.7033 1.6542
C1 -0.5554 -1.5085 1.7422
O2 0.2748 -0.8374 1.0769
H1 -1.0098 -0.8687 2.5441
H2 -0.0375 0.5068 0.2398
C2 0.8668 1.4974 -1.1533
O3 -0.2274 1.3536 -0.2655
C3 0.3471 1.6105 -2.5697
H3 1.5079 0.6325 -1.0567
H4 1.4069 2.4082 -0.8892
H5 1.0945 1.8479 -3.3220
H6 -0.4270 2.3779 -2.6397
H7 -0.0920 0.6585 -2.8774

---

Q: Which of these has the highest 2S+1?
A: C37H47N5OTb

---

Q: Among the records above, which one has the highest total energy?
A: C3H7O3

---

Q: Among the records above, which one has the highest total energy?
A: C3H7O3